ORCA calculation (ωB97M-V with the def2-TZVPD basis set) on a structure of composition C48H44EuN3P2S2.

As for the molar mass: 940.947 g/mol. As for the LUMO energy (spin up / spin down): -3.5 / -3.4 eV. The value obtained for the HOMO energy (spin up / spin down) is -0.3581 / -0.3644 Eh. The spin multiplicity is 8. The charge is +1.

Each line ends with the Löwdin charge.
Cartesian coordinates (Å):
Eu1 0.798 1.279 -1.221  1.3709
C1 2.761 4.363 -1.925  -0.3180
P1 4.021 3.217 -2.629  1.0720
C2 3.341 2.792 -4.266  -0.3851
C3 2.069 3.055 -4.793  -0.0892
C4 1.740 2.540 -6.019  -0.0800
C5 2.598 1.690 -6.704  -0.0736
C6 3.846 1.409 -6.183  -0.0866
C7 4.234 1.968 -4.990  -0.1543
C8 3.836 1.626 -1.665  -0.4216
C9 3.838 0.415 -2.313  -0.1309
C10 3.801 -0.770 -1.631  -0.0956
C11 3.776 -0.764 -0.255  -0.0980
C12 3.714 0.455 0.419  -0.0970
C13 3.834 1.657 -0.278  -0.1295
C14 1.478 3.872 -1.395  -0.5031
C15 1.196 3.748 -0.029  -0.1520
C16 -0.222 3.577 0.037  -0.1642
C17 -0.676 3.502 -1.285  -0.5085
C18 -2.064 3.299 -1.809  -0.3211
P2 -2.583 1.554 -1.535  1.0297
C19 -3.330 1.566 0.133  -0.3876
C20 -3.711 2.680 0.840  -0.0848
C21 -4.267 2.573 2.124  -0.0488
C22 -4.429 1.309 2.716  -0.0723
C23 -4.106 0.196 1.952  -0.0919
C24 -3.546 0.324 0.700  -0.1354
C25 -4.075 1.487 -2.547  -0.4043
C26 -4.465 0.242 -2.954  -0.1109
C27 -5.739 0.035 -3.559  -0.0771
C28 -6.566 1.087 -3.839  -0.0845
C29 -6.145 2.371 -3.468  -0.0596
C30 -4.920 2.548 -2.834  -0.0814
N1 0.373 3.631 -2.198  0.0053
H1 2.584 5.112 -2.726  0.1049
H2 3.261 4.863 -1.095  0.0766
H3 1.383 3.655 -4.229  0.0663
H4 0.731 2.710 -6.392  0.1121
H5 2.290 1.246 -7.615  0.0960
H6 4.545 0.766 -6.716  0.1127
H7 5.215 1.780 -4.567  0.1018
H8 3.768 0.429 -3.378  0.0821
H9 3.749 -1.703 -2.170  0.1135
H10 3.858 -1.706 0.290  0.1074
H11 3.713 0.470 1.482  0.0957
H12 3.939 2.598 0.261  0.1139
H13 1.869 3.982 0.778  0.1039
H14 -0.853 3.472 0.918  0.0928
H15 -2.085 3.485 -2.927  0.1148
H16 -2.740 4.060 -1.404  0.0765
H17 -3.572 3.658 0.420  0.0936
H18 -4.559 3.455 2.639  0.0949
H19 -4.815 1.219 3.708  0.0939
H20 -4.250 -0.806 2.352  0.1064
H21 -3.226 -0.587 0.177  0.1014
H22 -3.809 -0.612 -2.806  0.0933
H23 -6.020 -1.002 -3.792  0.1098
H24 -7.536 0.953 -4.336  0.1146
H25 -6.833 3.185 -3.541  0.0999
H26 -4.667 3.511 -2.493  0.0847
S1 0.111 0.618 1.462  0.7041
C31 0.433 -0.962 1.818  -0.6808
N2 0.965 -1.397 2.935  -0.0812
C32 1.118 -2.842 3.218  -0.0807
C33 -0.119 -3.487 2.726  -0.0735
N3 -0.254 -3.214 1.260  -0.0877
C34 -0.450 -4.375 0.417  -0.1358
C35 0.833 -5.137 0.295  -0.2023
C36 2.025 -4.509 -0.180  -0.0505
C37 3.239 -5.162 -0.247  -0.0694
C38 3.311 -6.501 0.153  -0.0740
C39 2.173 -7.148 0.599  -0.0651
C40 0.965 -6.453 0.700  -0.0461
C41 0.088 -2.040 0.764  -0.6988
S2 0.099 -1.695 -0.865  0.6555
C42 1.366 -0.508 4.035  -0.1084
C43 0.346 -0.490 5.139  -0.2188
C44 0.552 -1.139 6.352  -0.0346
C45 -0.456 -1.066 7.314  -0.0677
C46 -1.610 -0.323 7.095  -0.0810
C47 -1.807 0.346 5.899  -0.0531
C48 -0.824 0.208 4.928  -0.0472
H27 1.202 -2.918 4.292  0.1233
H28 2.034 -3.239 2.726  0.1551
H29 -1.029 -3.126 3.249  0.1564
H30 -0.072 -4.562 2.836  0.1309
H31 -0.739 -4.061 -0.595  0.0941
H32 -1.304 -4.944 0.828  0.1475
H33 1.954 -3.470 -0.463  0.0429
H34 4.100 -4.638 -0.651  0.1063
H35 4.251 -6.985 0.107  0.0958
H36 2.234 -8.192 0.953  0.1196
H37 0.100 -6.979 1.033  0.1056
H38 1.445 0.486 3.668  0.0813
H39 2.342 -0.924 4.317  0.1431
H40 1.429 -1.725 6.553  0.1088
H41 -0.379 -1.520 8.302  0.1115
H42 -2.341 -0.296 7.879  0.1030
H43 -2.728 0.923 5.698  0.1150
H44 -0.957 0.719 4.013  0.0625

***

ORCA calculation (ωB97M-V with the def2-TZVPD basis set) on a structure of composition C17H21BN7PbS7.

As for the molar mass: 765.885 g/mol. As for the LUMO energy (spin up / spin down): -4.2 / -5.4 eV. The value obtained for the HOMO energy (spin up / spin down) is -0.3643 / -0.3732 Eh. As for the energy relative to the best compared isomer or geometry (same formula, charge and spin): 0.340 eV. The charge is +1.

Each line ends with the Löwdin charge.
Cartesian coordinates (Å):
Pb1 0.219 -0.202 -0.095  0.6811
S1 -2.312 -0.870 -0.490  -0.0135
S2 -2.700 -0.352 -2.382  -0.0151
S3 -1.619 -1.718 -3.602  0.0307
S4 -0.235 -2.496 -2.510  0.0402
C1 -0.212 -5.329 -0.204  -0.0214
N1 -0.918 -4.420 0.695  -0.1010
C2 -2.203 -4.610 1.163  -0.0108
C3 -2.487 -3.584 1.978  -0.0346
N2 -1.369 -2.759 2.005  -0.0086
C4 -0.401 -3.279 1.186  -0.7305
S5 1.177 -2.729 0.852  0.5811
C5 -1.242 -1.652 2.896  -0.2717
C6 -1.886 -1.684 4.123  0.0196
C7 -1.694 -0.615 4.979  -0.0252
C8 -0.859 0.424 4.596  -0.0246
C9 -0.282 0.367 3.342  -0.1326
N3 -0.487 -0.646 2.494  0.0154
H1 -0.901 -6.117 -0.494  0.1008
H2 0.649 -5.759 0.304  0.0987
H3 0.122 -4.789 -1.083  0.0287
H4 -2.795 -5.460 0.877  0.1367
H5 -3.392 -3.343 2.503  0.1328
H6 -2.496 -2.525 4.415  0.1181
H7 -2.180 -0.605 5.945  0.1222
H8 -0.657 1.260 5.250  0.1189
H9 0.361 1.164 2.992  0.0759
C10 4.082 -0.638 -1.843  -0.0139
N4 3.787 0.767 -1.601  -0.1202
C11 4.644 1.672 -1.028  -0.0209
C12 3.966 2.839 -0.934  -0.0386
N5 2.705 2.652 -1.442  0.0091
B1 1.750 3.910 -1.598  -0.4149
N6 0.264 3.494 -1.826  -0.0294
C13 -0.448 3.803 -2.953  -0.0398
C14 -1.756 3.532 -2.718  -0.0207
N7 -1.833 3.051 -1.435  -0.1095
C15 -3.064 2.729 -0.726  -0.0432
C16 -0.591 3.032 -0.903  -0.7364
S6 -0.192 2.448 0.661  0.6173
C17 2.602 1.382 -1.849  -0.7032
S7 1.250 0.560 -2.544  0.5953
H10 5.159 -0.752 -1.934  0.0990
H11 3.600 -0.955 -2.763  0.0770
H12 3.721 -1.256 -1.021  0.0875
H13 5.648 1.410 -0.744  0.1302
H14 4.276 3.796 -0.554  0.1320
H15 2.099 4.529 -2.572  0.0827
H16 1.839 4.534 -0.573  0.0764
H17 0.036 4.190 -3.832  0.1299
H18 -2.628 3.650 -3.336  0.1309
H19 -3.873 2.689 -1.451  0.0961
H20 -3.277 3.495 0.017  0.1022
H21 -2.964 1.766 -0.233  0.0139

***

ORCA calculation (ωB97M-V with the def2-TZVPD basis set) on an isolated molecule of C25H39N5O5.

As for the molar mass: 489.617 g/mol. As for the LUMO energy: 0.6 eV. The value obtained for the HOMO energy is -0.3099 Eh. As for the energy relative to the best compared isomer or geometry (same formula, charge and spin): 0.000 eV.

Each line ends with the Löwdin charge.
Cartesian coordinates (Å):
C1 -3.477 -2.092 -2.248  -0.1134
C2 -4.580 -1.226 -1.649  -0.2588
C3 -4.062 -0.226 -0.616  -0.2164
C4 -3.523 -0.890 0.648  -0.1694
C5 -3.121 0.137 1.705  -0.1218
N1 -1.981 0.939 1.281  0.0136
C6 -2.180 2.240 0.976  -0.4298
O1 -3.286 2.748 0.967  0.0589
C7 -0.934 3.026 0.595  -0.0825
N2 -0.622 2.839 -0.823  -0.2197
C8 -1.632 3.480 -1.655  -0.0699
C9 0.725 3.346 -1.133  -0.1214
C10 1.792 2.285 -1.039  -0.1452
C11 2.164 1.583 -2.177  -0.0433
C12 3.163 0.633 -2.156  -0.0296
C13 3.824 0.350 -0.960  -0.2868
O2 4.775 -0.612 -1.019  -0.0724
C14 5.415 -1.015 0.175  -0.0692
C15 3.474 1.047 0.191  0.0480
C16 2.473 2.011 0.156  -0.2164
O3 2.102 2.738 1.248  -0.0999
C17 2.802 2.575 2.458  -0.0609
C18 -0.722 0.288 1.383  -0.1134
C19 -0.095 -0.242 0.274  -0.2137
N3 -0.557 0.038 -0.971  0.2122
N4 0.982 -1.090 0.422  0.0773
C20 1.459 -1.912 -0.679  -0.1305
C21 0.489 -3.039 -1.043  -0.1637
C22 0.351 -4.106 0.050  -0.2338
C23 -0.747 -3.803 1.065  -0.0884
C24 1.613 -1.256 1.642  -0.4951
O4 2.631 -1.904 1.771  0.0628
N5 1.026 -0.618 2.693  0.2151
C25 -0.178 0.103 2.697  -0.4192
O5 -0.626 0.515 3.747  0.0827
H1 -3.872 -2.706 -3.054  0.0681
H2 -2.681 -1.467 -2.648  0.0637
H3 -3.054 -2.756 -1.499  0.0504
H4 -5.066 -0.671 -2.455  0.1030
H5 -5.335 -1.866 -1.189  0.1056
H6 -4.874 0.448 -0.336  0.1164
H7 -3.274 0.378 -1.068  0.0926
H8 -2.656 -1.506 0.406  0.0806
H9 -4.292 -1.538 1.076  0.1220
H10 -3.942 0.833 1.887  0.1252
H11 -2.862 -0.361 2.644  0.1258
H12 -1.131 4.086 0.817  0.1414
H13 -0.086 2.689 1.188  0.1094
H14 -2.619 3.147 -1.340  0.0801
H15 -1.602 4.575 -1.578  0.0973
H16 -1.477 3.194 -2.695  0.0882
H17 0.982 4.182 -0.471  0.1329
H18 0.716 3.717 -2.161  0.1208
H19 1.660 1.798 -3.108  0.1194
H20 3.456 0.103 -3.048  0.1207
H21 5.998 -0.199 0.611  0.0973
H22 6.088 -1.820 -0.115  0.0966
H23 4.693 -1.391 0.906  0.0725
H24 3.985 0.838 1.115  0.1036
H25 2.333 3.263 3.160  0.1027
H26 2.711 1.556 2.844  0.0843
H27 3.860 2.833 2.346  0.1015
H28 0.023 -0.254 -1.741  0.0961
H29 -0.886 1.009 -1.056  0.0842
H30 1.669 -1.285 -1.550  0.1023
H31 2.406 -2.341 -0.345  0.1268
H32 0.880 -3.505 -1.950  0.1161
H33 -0.494 -2.626 -1.278  0.0906
H34 0.122 -5.063 -0.422  0.1053
H35 1.305 -4.215 0.569  0.1058
H36 -0.800 -4.600 1.803  0.0752
H37 -1.714 -3.736 0.572  0.0627
H38 -0.564 -2.871 1.592  0.0577
H39 1.458 -0.764 3.599  0.1699